Entry 1:
The following is a quantum chemistry calculation of a 2-piece molecular cluster, CH4O2S2 overall at a distorted geometry, from the Open Molecules 2025 dataset.

The orbital gap comes out at 9.537 eV. As for the spin multiplicity: 1. The calculation puts the largest force on an atom at 0.094 Eh/bohr. The calculation puts the energy relative to the best compared isomer or geometry (same formula, charge and spin) at 0.598 eV. The lowest unoccupied orbital energy comes out at 0.00 eV. As for the SMILES: O=CO.SS. The value obtained for the calculated total energy is -987.3274 Ha.

Positions of all 9 atoms, in Å:
O (-3.13, 2.62, 2.05)
C (-2.33, 1.70, 2.14)
O (-2.76, 0.40, 1.82)
H (-1.54, 1.75, 2.89)
H (-3.68, 0.60, 1.48)
S (3.91, -2.42, -3.40)
S (3.61, -1.22, -1.64)
H (3.37, -1.52, -4.30)
H (2.55, -1.90, -1.02)

Atomic partial charges in e from the Mulliken method, atoms 1 to 8: atom 1 (O): -0.4702, atom 2 (C): 0.2627, atom 3 (O): -0.4247, atom 4 (H): 0.3009, atom 5 (H): 0.3314, atom 6 (S): -0.1774, atom 7 (S): -0.1865, atom 8 (H): 0.1825


Entry 2:
The following is a quantum chemistry calculation of a 2-piece molecular cluster, CH4O2S2 overall at a distorted geometry, from the Open Molecules 2025 dataset.

The orbital gap comes out at 8.908 eV. As for the spin multiplicity: 1. The calculation puts the largest force on an atom at 0.080 Eh/bohr. The calculation puts the energy relative to the best compared isomer or geometry (same formula, charge and spin) at 1.732 eV. The lowest unoccupied orbital energy comes out at 0.32 eV. The value obtained for the calculated total energy is -987.2858 Ha.

Positions of all 9 atoms, in Å:
C (-1.32, -0.23, -0.16)
O (-1.66, -0.84, 0.98)
O (-0.90, 0.91, -0.07)
S (2.16, 0.77, 0.41)
S (1.80, -1.15, 0.12)
H (-1.28, -0.63, -1.19)
H (-1.50, -1.76, 0.93)
H (0.93, 1.52, 0.14)
H (2.34, 1.15, -1.02)

Atomic partial charges in e from the Mulliken method, atoms 1 to 8: atom 1 (C): 0.1785, atom 2 (O): -0.3938, atom 3 (O): -0.5278, atom 4 (S): -0.0909, atom 5 (S): -0.3816, atom 6 (H): 0.3775, atom 7 (H): 0.3345, atom 8 (H): 0.2809


Entry 3:
The following is a quantum chemistry calculation of a 2-piece molecular cluster, CH4O2S2 overall at a distorted geometry, from the Open Molecules 2025 dataset.

The orbital gap (alpha / beta) comes out at 8.844 / 6.334 eV. As for the spin multiplicity: 1. The calculation puts the largest force on an atom at 0.058 Eh/bohr. The calculation puts the energy relative to the best compared isomer or geometry (same formula, charge and spin) at 2.936 eV. The lowest unoccupied orbital energy (alpha / beta) comes out at -1.08 / -2.47 eV. The value obtained for the calculated total energy is -987.2415 Ha.

Positions of all 9 atoms, in Å:
C (-0.88, -0.46, -0.67)
O (1.60, 0.80, -1.02)
O (0.37, -1.21, -0.55)
S (-0.21, 0.71, 2.41)
S (1.66, -0.39, -0.17)
H (-0.87, 0.42, -0.02)
H (-1.78, -1.11, -0.57)
H (-0.93, 0.02, -1.74)
H (1.05, 1.23, 2.35)

Atomic partial charges in e from the Mulliken method, atoms 1 to 8: atom 1 (C): -0.4340, atom 2 (O): -0.3953, atom 3 (O): -0.2180, atom 4 (S): -0.2077, atom 5 (S): 0.4560, atom 6 (H): 0.1807, atom 7 (H): 0.2438, atom 8 (H): 0.2281


Entry 4:
The following is a quantum chemistry calculation of a 2-piece molecular cluster, CH4O3 overall at a distorted geometry, from the Open Molecules 2025 dataset.

The orbital gap comes out at 11.375 eV. As for the spin multiplicity: 1. The calculation puts the largest force on an atom at 0.051 Eh/bohr. The calculation puts the energy relative to the best compared isomer or geometry (same formula, charge and spin) at 1.027 eV. The lowest unoccupied orbital energy comes out at 0.64 eV. As for the SMILES: O=CO.O. The value obtained for the calculated total energy is -266.1983 Ha.

Positions of all 8 atoms, in Å:
O (-0.43, 2.18, 0.73)
C (0.07, 1.11, 0.55)
O (1.42, 0.92, 0.78)
H (-0.20, 0.14, 0.12)
H (1.86, 1.27, 1.53)
O (-1.04, -1.68, -1.06)
H (-1.22, -1.60, -2.01)
H (-0.46, -2.34, -0.64)

Need the Mulliken charges? In units of e they are: atom 1 (O): -0.4861, atom 2 (C): 0.4782, atom 3 (O): -0.4629, atom 4 (H): 0.1744, atom 5 (H): 0.3111, atom 6 (O): -0.6656, atom 7 (H): 0.3215, atom 8 (H): 0.3295


Entry 5:
The following is a quantum chemistry calculation of a 2-piece molecular cluster, CH4O3 overall at a distorted geometry, from the Open Molecules 2025 dataset.

The orbital gap comes out at 11.188 eV. As for the spin multiplicity: 1. The calculation puts the largest force on an atom at 0.031 Eh/bohr. The calculation puts the energy relative to the best compared isomer or geometry (same formula, charge and spin) at 0.147 eV. The lowest unoccupied orbital energy comes out at 0.57 eV. As for the SMILES: O=CO.O. The value obtained for the calculated total energy is -266.2306 Ha.

Positions of all 8 atoms, in Å:
O (-1.32, 0.49, 0.18)
C (-0.92, 0.17, -0.92)
O (0.18, -0.51, -1.12)
H (-1.48, 0.41, -1.83)
H (0.69, -0.51, -0.20)
O (1.07, -0.35, 1.11)
H (1.62, 0.39, 1.39)
H (0.17, -0.09, 1.39)

Need the Mulliken charges? In units of e they are: atom 1 (O): -0.6133, atom 2 (C): 0.2637, atom 3 (O): -0.5114, atom 4 (H): 0.3533, atom 5 (H): 0.4101, atom 6 (O): -0.6693, atom 7 (H): 0.3472, atom 8 (H): 0.4197


Entry 6:
The following is a quantum chemistry calculation of one molecule with the formula CH4O3S at a distorted geometry, from the Open Molecules 2025 dataset.

The orbital gap comes out at 12.103 eV. As for the spin multiplicity: 1. The calculation puts the largest force on an atom at 0.067 Eh/bohr. The calculation puts the energy relative to the best compared isomer or geometry (same formula, charge and spin) at 1.242 eV. The lowest unoccupied orbital energy comes out at 0.44 eV. As for the SMILES: CS(=O)(=O)O. The value obtained for the calculated total energy is -664.3765 Ha.

Positions of all 9 atoms, in Å:
C (0.29, -0.54, -0.03)
S (-1.43, -0.05, -0.18)
O (-1.69, 1.13, -0.97)
O (-2.27, -1.21, -0.35)
O (-1.54, 0.40, 1.37)
H (0.41, -1.56, -0.26)
H (0.54, -0.49, 1.09)
H (0.94, 0.05, -0.54)
H (-1.16, 1.30, 1.26)

Atomic partial charges in e from the Mulliken method, atoms 1 to 8: atom 1 (C): -0.8544, atom 2 (S): 1.1760, atom 3 (O): -0.5841, atom 4 (O): -0.5838, atom 5 (O): -0.4966, atom 6 (H): 0.3322, atom 7 (H): 0.2961, atom 8 (H): 0.3558


Entry 7:
The following is a quantum chemistry calculation of a 2-piece molecular cluster, CH4O4 overall at a distorted geometry, from the Open Molecules 2025 dataset.

The orbital gap (alpha / beta) comes out at 9.395 / 9.391 eV. As for the spin multiplicity: 1. The calculation puts the largest force on an atom at 0.067 Eh/bohr. The calculation puts the energy relative to the best compared isomer or geometry (same formula, charge and spin) at 8.870 eV. The lowest unoccupied orbital energy (alpha / beta) comes out at -0.29 / -0.29 eV. The value obtained for the calculated total energy is -341.1593 Ha.

Positions of all 9 atoms, in Å:
C (-1.90, -0.23, 0.98)
O (0.96, -1.00, -0.68)
O (-2.36, -0.22, -1.25)
O (0.52, 0.18, 0.04)
O (-2.39, 0.28, -0.03)
H (-1.62, -1.25, 0.97)
H (-1.84, 0.46, 1.75)
H (0.52, -1.61, -0.05)
H (0.13, 0.68, -0.61)

Atomic partial charges in e from the Mulliken method, atoms 1 to 8: atom 1 (C): -0.2156, atom 2 (O): -0.2799, atom 3 (O): -0.5122, atom 4 (O): -0.3807, atom 5 (O): 0.0628, atom 6 (H): 0.3567, atom 7 (H): 0.2929, atom 8 (H): 0.3334


Entry 8:
The following is a quantum chemistry calculation of one molecule with the formula CH4P2S3, from the Open Molecules 2025 dataset.

The orbital gap (alpha / beta) comes out at 5.812 / 5.936 eV. As for the spin multiplicity: 1. The calculation puts the largest force on an atom at 0.019 Eh/bohr. The calculation puts the energy relative to the best compared isomer or geometry (same formula, charge and spin) at 1.613 eV. The lowest unoccupied orbital energy (alpha / beta) comes out at -2.69 / -2.70 eV. As for the SMILES: CSP(=S)=[PH]=S. The value obtained for the calculated total energy is -1917.7462 Ha.

Positions of all 10 atoms, in Å:
C (1.44, -0.86, -0.35)
S (-0.04, -1.40, 0.57)
P (-1.53, -0.39, -0.54)
S (-3.25, -1.09, 0.03)
P (-1.21, 1.94, 0.26)
S (0.62, 2.54, -0.04)
H (1.88, -0.02, 0.17)
H (1.15, -0.58, -1.36)
H (2.13, -1.70, -0.37)
H (-1.17, 1.56, 1.63)

Atomic partial charges in e from the Mulliken method, atoms 1 to 8: atom 1 (C): -0.7674, atom 2 (S): -0.0355, atom 3 (P): 0.2035, atom 4 (S): -0.2620, atom 5 (P): 0.1242, atom 6 (S): -0.2401, atom 7 (H): 0.2297, atom 8 (H): 0.3338


Entry 9:
The following is a quantum chemistry calculation of one molecule with the formula CH4S at a distorted geometry, from the Open Molecules 2025 dataset.

The orbital gap comes out at 10.209 eV. As for the spin multiplicity: 1. The calculation puts the largest force on an atom at 0.027 Eh/bohr. The calculation puts the energy relative to the best compared isomer or geometry (same formula, charge and spin) at 0.227 eV. The lowest unoccupied orbital energy comes out at 1.04 eV. As for the SMILES: CS. The value obtained for the calculated total energy is -438.6642 Ha.

Positions of all 6 atoms, in Å:
C (0.45, 0.26, -0.06)
S (-1.43, -0.08, -0.08)
H (0.64, 1.33, 0.09)
H (0.85, 0.07, -1.05)
H (0.97, -0.20, 0.80)
H (-1.46, -1.39, 0.30)

Need the Mulliken charges? In units of e they are: atom 1 (C): -0.7182, atom 2 (S): -0.2062, atom 3 (H): 0.2511, atom 4 (H): 0.2790, atom 5 (H): 0.2732, atom 6 (H): 0.1210


Entry 10:
The following is a quantum chemistry calculation of CH4S3 as an isolated structure at a distorted geometry, from the Open Molecules 2025 dataset.

The orbital gap comes out at 8.266 eV. As for the spin multiplicity: 1. The calculation puts the largest force on an atom at 0.067 Eh/bohr. The calculation puts the energy relative to the best compared isomer or geometry (same formula, charge and spin) at 1.868 eV. The lowest unoccupied orbital energy comes out at -0.40 eV. The value obtained for the calculated total energy is -1234.9842 Ha.

Positions of all 8 atoms, in Å:
C (-0.21, 0.00, -0.57)
S (-0.29, 1.74, -0.50)
S (-1.66, -0.66, 0.03)
S (1.43, -0.79, 0.91)
H (0.25, -0.51, -1.37)
H (-0.54, 1.86, 0.80)
H (-1.33, -2.04, -0.29)
H (1.23, 0.39, 1.58)

Need the Mulliken charges? In units of e they are: atom 1 (C): -0.3975, atom 2 (S): -0.1210, atom 3 (S): -0.0680, atom 4 (S): -0.2118, atom 5 (H): 0.3880, atom 6 (H): 0.1332, atom 7 (H): 0.1615, atom 8 (H): 0.1156